Model i:
This record from the OMol25 dataset describes 2 unconnected molecules or ions with the total composition C7H16S2. The level of theory is wB97M-V/def2-TZVPD.

E_LUMO in Ha: 0.0241
Charge: 0
E_HOMO in eV: -8.5
SMILES string: C1CCSCC1.CCS

Positions of all 25 atoms, in Å:
S  -1.509  -1.528  0.513
C  -2.535  -1.080  -0.912
C  0.011  -1.891  -0.405
C  -2.585  -2.181  -1.966
C  -0.198  -2.941  -1.491
C  -1.203  -2.484  -2.551
H  -3.541  -0.870  -0.503
H  -2.147  -0.141  -1.351
H  0.743  -2.235  0.351
H  0.397  -0.952  -0.845
H  -3.005  -3.097  -1.509
H  -3.268  -1.867  -2.779
H  0.775  -3.155  -1.974
H  -0.553  -3.878  -1.021
H  -0.815  -1.570  -3.039
H  -1.298  -3.267  -3.328
S  1.614  4.285  0.846
C  2.310  3.713  3.498
C  2.811  3.651  2.062
H  0.643  3.386  1.112
H  2.044  4.749  3.768
H  3.093  3.359  4.190
H  1.417  3.077  3.622
H  3.699  4.298  1.929
H  3.100  2.620  1.782

Model ii:
This record from the OMol25 dataset describes 2 unconnected molecules or ions with the total composition C7H16S2. The level of theory is wB97M-V/def2-TZVPD.

E_LUMO (alpha / beta) in Ha: 0.0199 / 0.0108
Charge: 0
E_HOMO (alpha / beta) in eV: -7.2 / -7.3

Positions of all 25 atoms, in Å:
C  -2.471  0.539  0.820
C  -1.948  -1.522  -0.899
C  1.267  1.537  -1.145
C  2.761  0.667  0.772
C  -1.841  -0.093  -0.394
C  1.296  0.849  0.289
C  0.634  -0.496  0.109
S  1.265  -1.452  -1.192
S  0.495  -1.534  1.538
H  -1.942  0.348  1.842
H  -3.402  0.095  0.867
H  -2.453  1.625  0.731
H  -3.006  -1.942  -0.709
H  -1.842  -1.610  -1.913
H  -1.176  -2.277  -0.396
H  2.055  1.104  -1.668
H  1.200  2.523  -1.019
H  0.386  1.281  -1.607
H  2.628  0.311  1.731
H  3.401  1.481  0.917
H  3.407  0.018  0.264
H  -1.356  0.437  -1.151
H  0.656  1.581  0.789
H  0.492  -2.657  -0.812
H  -0.506  -0.810  2.235

Which one sits at the bottom of the stability order? model ii does.

Model i:
This record from the OMol25 dataset describes C5H7FS in the gas phase. The level of theory is wB97M-V/def2-TZVPD.

E_LUMO in Ha: 0.0279
Charge: 0
E_HOMO in eV: -8.9
SMILES string: FC1C[C@H]2S[C@@H]2C1

Positions of all 14 atoms, in Å:
C  1.141  -0.047  0.004
C  0.163  -1.293  0.403
C  -0.961  -0.762  -0.442
C  -1.177  0.594  0.169
C  0.275  1.231  -0.092
H  1.959  0.135  0.791
H  0.632  -2.249  0.271
H  -0.212  -1.006  1.485
H  -0.470  -0.549  -1.386
H  -1.403  0.642  1.292
H  0.571  2.164  0.408
H  0.308  1.533  -1.111
F  1.836  -0.253  -1.180
S  -2.663  -0.139  -0.612

Model ii:
This record from the OMol25 dataset describes C5H7FS in the gas phase. The level of theory is wB97M-V/def2-TZVPD.

E_LUMO in Ha: -0.0158
Charge: 0
E_HOMO in eV: -8.7
SMILES string: F[C@@H]1CCCC1=S

Positions of all 14 atoms, in Å:
C  0.833  -0.939  -0.230
C  0.381  -0.294  1.140
C  -0.765  0.636  0.756
C  -0.485  0.996  -0.674
C  0.066  -0.261  -1.249
H  1.902  -0.828  -0.396
H  1.260  0.299  1.521
H  0.101  -0.971  1.969
H  -0.960  1.486  1.359
H  -1.719  0.000  0.782
H  -1.348  1.318  -1.250
H  0.328  1.744  -0.665
F  0.550  -2.308  -0.311
S  -0.143  -0.877  -2.752

Which one sits at the bottom of the stability order? model i does.

Model i:
This record from the OMol25 dataset describes a molecular structure, C25H21N7OOsS2. The level of theory is wB97M-V/def2-TZVPD.

E_LUMO (alpha / beta) in Ha: -0.2714 / -0.2714
Charge: +2
E_HOMO (alpha / beta) in eV: -13.8 / -13.8

Positions of all 57 atoms, in Å:
Os  -0.001  -0.187  0.194
O  0.964  -1.901  0.159
C  0.533  -3.134  -0.120
C  1.493  -4.123  -0.375
C  1.111  -5.398  -0.706
C  -0.245  -5.733  -0.788
C  -1.193  -4.787  -0.498
C  -0.826  -3.476  -0.138
C  -1.822  -2.533  0.302
N  -1.668  -1.219  0.628
C  -2.897  -0.763  1.103
C  -3.780  -1.774  1.052
N  -3.102  -2.857  0.543
H  2.539  -3.854  -0.302
H  1.862  -6.150  -0.904
H  -0.543  -6.732  -1.069
H  -2.237  -5.068  -0.558
H  -3.021  0.234  1.480
H  -4.817  -1.827  1.333
H  -3.491  -3.776  0.412
S  -1.141  3.854  2.026
C  -2.461  3.465  0.967
C  -3.627  4.197  0.759
C  -4.529  3.723  -0.169
C  -4.263  2.553  -0.892
C  -3.112  1.826  -0.678
C  -2.206  2.271  0.288
N  -0.983  1.692  0.640
C  -0.343  2.427  1.526
C  0.887  1.900  2.076
C  1.737  2.575  2.949
C  2.833  1.911  3.469
C  3.072  0.583  3.133
C  2.239  -0.090  2.244
C  1.157  0.584  1.680
H  -3.816  5.110  1.307
H  -5.448  4.264  -0.348
H  -4.970  2.219  -1.639
H  -2.921  0.934  -1.257
H  1.538  3.602  3.232
H  3.496  2.422  4.154
H  3.911  0.061  3.575
H  2.434  -1.125  1.998
C  4.632  1.335  -2.404
C  3.221  1.220  -2.833
N  2.736  1.500  -3.999
N  1.391  1.280  -3.902
C  1.042  0.852  -2.696
S  -0.487  0.472  -2.070
N  2.177  0.816  -2.004
N  2.114  0.498  -0.655
H  5.226  1.656  -3.256
H  5.013  0.377  -2.048
H  4.741  2.075  -1.609
H  0.792  1.439  -4.699
H  2.302  -0.500  -0.496
H  2.756  1.079  -0.118

Model ii:
This record from the OMol25 dataset describes a molecular structure, C25H21N7OOsS2. The level of theory is wB97M-V/def2-TZVPD.

E_LUMO in Ha: -0.2635
Charge: +2
E_HOMO in eV: -13.7

Positions of all 57 atoms, in Å:
Os  0.268  -0.075  0.409
O  1.034  -1.791  -0.107
C  0.628  -3.043  0.083
C  1.264  -4.055  -0.649
C  0.844  -5.359  -0.529
C  -0.216  -5.691  0.322
C  -0.816  -4.714  1.075
C  -0.390  -3.376  0.988
C  -0.906  -2.367  1.876
N  -0.627  -1.042  1.892
C  -1.249  -0.496  3.012
C  -1.916  -1.473  3.652
N  -1.701  -2.626  2.927
H  2.086  -3.785  -1.299
H  1.338  -6.136  -1.096
H  -0.556  -6.713  0.393
H  -1.627  -4.994  1.735
H  -1.126  0.534  3.279
H  -2.511  -1.461  4.547
H  -2.048  -3.540  3.168
S  0.722  4.276  1.756
C  -0.909  3.874  2.166
C  -1.841  4.679  2.818
C  -3.112  4.179  2.993
C  -3.454  2.913  2.501
C  -2.527  2.113  1.868
C  -1.217  2.583  1.728
N  -0.134  1.938  1.113
C  0.907  2.735  1.056
C  2.138  2.197  0.508
C  3.288  2.928  0.261
C  4.420  2.252  -0.179
C  4.403  0.872  -0.351
C  3.244  0.145  -0.123
C  2.082  0.816  0.268
H  -1.576  5.666  3.170
H  -3.857  4.775  3.500
H  -4.471  2.561  2.610
H  -2.823  1.150  1.481
H  3.321  3.998  0.418
H  5.330  2.804  -0.371
H  5.305  0.361  -0.656
H  3.237  -0.928  -0.250
C  0.486  0.273  -5.637
C  -0.492  0.399  -4.534
N  -1.720  0.806  -4.635
N  -2.203  0.780  -3.367
C  -1.306  0.370  -2.481
S  -1.657  0.237  -0.787
N  -0.205  0.119  -3.205
N  0.990  -0.289  -2.624
H  -0.009  0.538  -6.568
H  0.859  -0.748  -5.713
H  1.331  0.947  -5.492
H  -3.158  1.056  -3.186
H  1.061  -1.302  -2.619
H  1.773  0.129  -3.114

Which one sits at the bottom of the stability order? model ii does.

Model i:
This record from the OMol25 dataset describes CH3ClN2O2 in the gas phase. The level of theory is wB97M-V/def2-TZVPD.

E_LUMO (alpha / beta) in Ha: -0.0524 / -0.0523
Charge: 0
E_HOMO (alpha / beta) in eV: -9.2 / -9.2

Positions of all 9 atoms, in Å:
C  -0.667  -0.969  0.740
N  1.159  1.568  0.141
N  -0.506  -0.493  -0.447
O  -1.291  0.229  -1.062
O  0.701  -0.846  -0.979
Cl  1.798  0.736  -0.988
H  0.114  -1.487  1.364
H  -1.702  -0.888  1.232
H  0.393  2.150  0.000

Model ii:
This record from the OMol25 dataset describes CH3ClN2O2 in the gas phase. The level of theory is wB97M-V/def2-TZVPD.

E_LUMO in Ha: 0.0229
Charge: 0
E_HOMO in eV: -9.7
SMILES string: [O-]/[N+](CCl)=N\O

Positions of all 9 atoms, in Å:
C  0.029  0.998  -1.344
N  0.479  0.541  0.932
N  -0.478  0.815  0.120
O  -1.640  1.105  0.340
O  0.227  0.581  2.286
Cl  1.793  0.590  -1.550
H  -0.496  0.242  -1.910
H  -0.303  2.029  -1.793
H  1.045  0.894  2.655

Which one sits at the bottom of the stability order? model i does.

Model i:
This record from the OMol25 dataset describes C4H7F in the gas phase. The level of theory is wB97M-V/def2-TZVPD.

E_LUMO in Ha: 0.0280
Charge: 0
E_HOMO in eV: -9.3
SMILES string: C=C(F)CC

Positions of all 12 atoms, in Å:
C  0.566  1.276  0.607
C  -0.771  0.438  0.279
C  -0.610  -0.603  -0.551
C  0.507  -1.438  -0.863
H  1.177  1.447  -0.363
H  1.033  0.364  1.123
H  0.454  2.153  1.484
H  -1.589  1.149  -0.088
H  -1.025  -0.359  1.097
H  0.640  -2.476  -1.049
H  1.542  -0.737  -1.258
F  -1.924  -1.214  -0.419

Model ii:
This record from the OMol25 dataset describes C4H7F in the gas phase. The level of theory is wB97M-V/def2-TZVPD.

E_LUMO in Ha: 0.0411
Charge: 0
E_HOMO in eV: -9.7
SMILES string: CC/C=C/F

Positions of all 12 atoms, in Å:
C  2.196  0.899  -0.224
C  1.309  -0.346  0.126
C  -0.130  -0.037  0.198
C  -1.185  -0.657  -0.143
H  3.248  0.571  -0.180
H  2.130  1.302  -1.252
H  2.107  1.714  0.537
H  1.629  -0.628  1.082
H  1.431  -1.212  -0.438
H  -0.390  0.706  0.898
H  -1.522  -1.650  -0.573
F  -2.419  0.005  0.020

Which one sits at the bottom of the stability order? model i does.

Model i:
This record from the OMol25 dataset describes a gas-phase ion, C27H37N2 (charge +1). The level of theory is wB97M-V/def2-TZVPD.

E_LUMO in Ha: -0.0840
Charge: +1
E_HOMO in eV: -10.6
SMILES string: Cc1ccc([C@H](c2c(C(C)(C)C)[nH]c3ccccc23)[N@H+]2CCC[C@H]2C(C)C)cc1

Positions of all 66 atoms, in Å:
C  2.556  2.185  2.137
C  1.183  2.728  1.737
C  0.773  3.720  2.833
C  1.233  3.511  0.433
C  0.114  1.577  1.685
N  -0.670  1.473  2.800
C  -1.322  0.251  2.832
C  -0.948  -0.471  1.660
C  -1.195  -1.855  1.637
C  -2.021  -2.401  2.636
C  -2.503  -1.627  3.708
C  -2.126  -0.275  3.835
C  -0.140  0.432  0.855
C  0.504  0.113  -0.492
C  1.609  -1.033  -0.378
C  1.836  -1.818  0.762
C  2.456  -3.088  0.656
C  2.953  -3.519  -0.590
C  3.344  -4.961  -0.781
C  3.013  -2.597  -1.647
C  2.429  -1.333  -1.506
H  2.968  1.450  1.429
H  3.298  3.001  2.226
H  2.511  1.729  3.137
H  -0.245  4.110  2.665
H  0.853  3.284  3.844
H  1.468  4.578  2.821
H  0.237  3.938  0.235
H  1.933  4.364  0.518
H  1.556  2.910  -0.433
H  -0.778  2.190  3.529
H  -0.624  -2.492  0.938
H  -2.291  -3.456  2.561
H  -3.199  -2.073  4.423
H  -2.462  0.352  4.659
H  1.038  1.073  -0.766
H  1.537  -1.477  1.771
H  2.453  -3.753  1.533
H  3.552  -5.159  -1.837
H  4.224  -5.228  -0.184
H  2.546  -5.656  -0.484
H  3.456  -2.911  -2.619
H  2.612  -0.580  -2.290
C  -3.151  2.139  -2.916
C  -2.050  1.695  -1.946
C  -1.015  2.766  -1.728
C  -1.531  0.369  -2.498
C  -2.570  -0.731  -2.575
C  -1.867  -2.079  -2.441
C  -0.544  -1.775  -1.773
N  -0.282  -0.309  -1.799
H  -2.745  2.246  -3.937
H  -3.969  1.405  -2.964
H  -3.567  3.109  -2.632
H  -2.485  1.430  -0.977
H  -0.456  3.037  -2.634
H  -1.520  3.659  -1.360
H  -0.319  2.463  -0.954
H  -1.194  0.534  -3.532
H  -3.266  -0.641  -1.736
H  -3.177  -0.712  -3.486
H  -2.439  -2.764  -1.787
H  -1.712  -2.591  -3.394
H  -0.624  -2.023  -0.730
H  0.320  -2.300  -2.167
H  0.443  -0.131  -2.527

Model ii:
This record from the OMol25 dataset describes 2 unconnected molecules or ions with the total composition C27H37N2. The level of theory is wB97M-V/def2-TZVPD.

E_LUMO in Ha: -0.1762
Charge: +1
E_HOMO in eV: -10.8

Positions of all 66 atoms, in Å:
C  1.226  -4.290  5.421
C  0.560  -3.242  4.578
C  -0.799  -3.336  4.297
C  -1.472  -2.385  3.522
C  -2.949  -2.601  3.371
C  -0.771  -1.301  2.956
C  -1.470  -0.203  2.162
C  -2.443  0.612  3.026
C  -2.171  -0.656  0.846
C  -1.255  -1.225  -0.137
C  -1.590  -2.026  -1.224
C  -0.541  -2.712  -1.942
C  0.886  -2.660  -1.483
C  -0.850  -3.506  -3.033
C  -2.168  -3.671  -3.476
C  -2.453  -4.469  -4.712
C  -3.194  -3.048  -2.764
C  -2.948  -2.238  -1.663
C  -4.146  -1.730  -0.939
C  0.600  -1.195  3.256
C  1.425  -0.025  2.789
C  1.250  -2.150  4.041
H  2.292  -4.085  5.546
H  0.761  -4.349  6.413
H  1.113  -5.275  4.951
H  -1.356  -4.180  4.721
H  -3.478  -1.734  2.973
H  -3.163  -3.463  2.713
H  -3.397  -2.836  4.351
H  -0.702  0.503  1.823
H  -1.903  1.040  3.879
H  -2.887  1.432  2.445
H  -3.270  0.017  3.433
H  -2.939  -1.395  1.088
H  -2.709  0.225  0.446
H  -0.199  -1.066  0.080
H  1.505  -3.269  -2.160
H  1.285  -1.639  -1.492
H  1.022  -3.079  -0.474
H  -0.052  -4.047  -3.550
H  -3.529  -4.462  -4.917
H  -1.923  -4.031  -5.570
H  -2.110  -5.506  -4.596
H  -4.229  -3.231  -3.072
H  -5.041  -1.846  -1.562
H  -4.352  -2.311  -0.028
H  -4.068  -0.669  -0.689
H  2.448  -0.125  3.172
H  1.498  0.028  1.693
H  1.033  0.931  3.167
H  2.312  -2.032  4.256
C  -1.506  2.294  -3.348
C  -0.326  2.050  -2.508
N  -0.095  1.222  -1.493
C  1.185  1.488  -1.048
C  1.759  2.472  -1.829
C  3.077  3.117  -1.844
N  0.784  2.809  -2.737
H  -2.362  1.703  -3.005
H  -1.754  3.362  -3.294
H  -1.272  2.032  -4.388
H  1.632  0.987  -0.208
H  3.685  2.744  -1.015
H  3.611  2.899  -2.784
H  2.998  4.210  -1.750
H  0.861  3.515  -3.462

Which one sits at the bottom of the stability order? model i does.

Model i:
This record from the OMol25 dataset describes 3 unconnected molecules or ions with the total composition C2H9NO4. The level of theory is wB97M-V/def2-TZVPD.

E_LUMO in Ha: 0.0240
Charge: 0
E_HOMO in eV: -10.1
SMILES string: O=CNCO.O.O

Positions of all 16 atoms, in Å:
O  -1.396  -1.460  -0.622
C  -1.346  -0.321  -1.078
N  -0.861  0.734  -0.414
C  -0.285  0.498  0.888
O  1.083  0.184  0.788
H  -1.745  -0.189  -2.091
H  -0.424  1.541  -0.846
H  -0.836  -0.270  1.327
H  -0.430  1.405  1.475
H  1.178  -0.752  1.022
H  1.759  3.159  -1.411
H  1.876  1.759  -0.828
O  1.239  2.370  -1.226
H  -0.422  -2.444  0.568
H  0.214  -3.547  1.397
O  0.398  -2.668  1.051

Model ii:
This record from the OMol25 dataset describes 3 unconnected molecules or ions with the total composition C2H9NO4. The level of theory is wB97M-V/def2-TZVPD.

E_LUMO in Ha: 0.0083
Charge: 0
E_HOMO in eV: -9.5
SMILES string: O=CNCO.O.O

Positions of all 16 atoms, in Å:
O  -1.970  0.630  1.023
C  -0.981  1.116  0.474
N  -0.754  0.547  -0.903
C  -1.091  -0.867  -1.157
O  0.032  -1.550  -1.655
H  -0.340  1.970  0.633
H  -0.124  0.964  -1.457
H  -1.491  -1.367  -0.257
H  -1.727  -0.985  -2.163
H  0.300  -2.355  -1.109
H  2.217  1.547  -0.347
H  1.802  2.695  0.690
O  1.656  1.950  0.302
H  2.441  -1.488  2.431
H  1.927  -0.887  1.197
O  1.870  -1.707  1.680

Which one sits at the bottom of the stability order? model ii does.

Model i:
This record from the OMol25 dataset describes 3 unconnected molecules or ions with the total composition C2H9NO4. The level of theory is wB97M-V/def2-TZVPD.

E_LUMO in Ha: 0.0160
Charge: 0
E_HOMO in eV: -9.6
SMILES string: CNC(=O)O.O.O

Positions of all 16 atoms, in Å:
C  2.060  -0.567  1.100
N  0.790  -0.104  0.607
C  -0.182  0.701  1.248
O  0.380  1.810  1.725
O  -1.371  0.361  1.369
H  1.987  -1.658  0.895
H  2.885  -0.124  0.533
H  2.248  -0.263  2.189
H  0.577  -0.477  -0.300
H  1.085  1.986  1.124
H  -1.586  -1.554  -1.941
H  -2.679  -2.836  -1.924
O  -2.308  -2.029  -2.390
H  -1.411  2.108  -2.096
H  -1.496  1.222  -0.664
O  -0.979  1.423  -1.476

Model ii:
This record from the OMol25 dataset describes 3 unconnected molecules or ions with the total composition C2H9NO4. The level of theory is wB97M-V/def2-TZVPD.

E_LUMO in Ha: 0.0141
Charge: 0
E_HOMO in eV: -10.2
SMILES string: CNC(=O)O.O.O

Positions of all 16 atoms, in Å:
C  -1.548  -0.435  -1.911
N  -1.104  -0.219  -0.528
C  0.207  0.139  -0.439
O  0.552  0.810  -1.533
O  0.945  -0.159  0.421
H  -1.370  0.492  -2.650
H  -1.010  -1.373  -2.360
H  -2.606  -0.930  -1.871
H  -1.395  -0.744  0.223
H  1.641  0.918  -1.461
H  0.426  -2.814  2.581
H  -0.033  -1.562  1.872
O  -0.400  -2.292  2.303
H  1.721  1.595  0.960
H  0.508  1.791  1.670
O  1.139  2.384  1.164

Which one sits at the bottom of the stability order? model ii does.